# C34H34Br6F4O6

C34H34Br6F4O6 as an isolated structure (ωB97M-V/def2-TZVPD, the OMol25 dataset).

Structure (XYZ):
```
84
Properties=species:S:1:pos:R:3:forces:R:3
Br 1.32131 1.52225 0.46983 -5.5 -4.7 6.3
Br -1.69548 1.03223 -0.11708 -3.6 0.1 11.9
Br 2.35632 4.32352 -0.78967 7.0 2.3 -0.7
Br -0.69650 0.32706 2.85071 -2.2 1.6 -11.8
Br 3.73145 3.97491 2.13596 -0.2 -1.1 -1.6
Br 5.04292 2.50729 -0.60744 -0.7 0.4 1.0
F -0.04023 0.57981 -1.74044 -3.1 10.8 -6.7
F 0.60619 3.20930 -0.21439 -7.7 5.2 -1.5
F 2.27403 -0.34074 0.77786 4.0 -5.9 4.6
F 1.24056 0.18938 3.96556 1.0 1.9 3.7
O -0.48256 -0.65764 -0.77270 -4.3 -19.3 1.0
O 4.04577 -1.45170 -3.71169 -1.8 2.4 1.7
O 2.57371 -1.29272 -2.00288 1.7 -1.7 0.3
O -2.07606 -2.33966 -0.69401 0.9 2.2 1.8
O -0.19246 -2.66584 -1.73185 1.8 -0.6 -1.8
O 3.05860 0.54774 -3.00310 3.5 -0.7 -3.4
C -2.34914 1.99867 -4.09607 -2.0 -2.2 0.0
C -0.82145 -3.91687 -1.74028 1.1 -2.5 0.4
C -0.19159 0.35313 0.91974 -0.4 2.9 4.0
C 1.54376 -2.61578 3.55524 0.5 -1.6 -2.9
C -0.83491 -1.83393 -1.01637 -0.6 4.0 1.9
C 0.70306 -3.56381 1.53266 -1.0 0.2 0.7
C -2.26618 -0.01001 -2.15163 -1.6 -1.9 -2.8
C -1.15883 -1.95999 6.48976 0.5 -1.5 1.1
C -2.02956 -3.67709 -0.84869 -1.2 -3.2 -1.6
C -0.28260 3.93698 -0.92091 -3.1 1.8 -0.8
C -3.48167 1.21108 -3.77364 -0.2 0.3 -1.5
C -1.71147 -0.90811 5.81893 -0.6 0.7 -0.5
C -2.27908 5.36886 -2.19061 -0.8 0.1 0.5
C 1.07952 -2.44966 0.79371 1.3 0.0 -0.1
C -1.36976 3.23528 -1.49488 -1.5 4.5 0.2
C -1.22087 1.76561 -3.38171 0.7 0.2 0.1
C 0.40783 -0.55342 4.72086 -0.5 0.1 4.1
C -0.21218 5.34600 -0.93802 -1.2 -0.2 -0.3
C 0.16279 -2.33315 6.31701 0.9 1.1 -0.1
C -1.25846 6.05297 -1.56642 1.5 -0.9 0.0
C 0.14172 -4.98260 -1.14214 -0.1 0.3 0.3
C 3.37371 3.04527 0.33549 2.2 3.4 -0.4
C -2.44368 3.98829 -2.07000 2.0 0.9 0.4
C -3.46533 0.15798 -2.85701 1.7 1.4 -0.1
C 1.73496 -1.38941 1.45569 0.6 -2.9 0.8
C 2.29163 0.99121 -1.97018 -1.6 -0.3 -0.7
C -0.96324 -0.20382 4.91981 2.1 -1.2 2.7
C 1.97162 -1.50116 2.81236 1.3 -1.0 -0.3
C 1.70121 -0.32973 -1.52179 0.3 -0.8 -0.6
C 1.29740 1.95150 -2.63427 2.2 1.0 0.4
C 0.98906 -1.56574 5.47646 -1.7 2.6 1.8
C 0.90057 -3.65411 2.87889 0.4 1.0 1.4
C 3.31231 -0.77414 -2.98147 1.3 -1.7 -1.1
C -1.16212 0.78983 -2.39105 -1.7 -0.4 -5.4
H 2.69987 2.20399 0.49766 3.9 1.2 0.6
H 2.06294 -1.66519 5.41901 -0.1 0.9 1.3
H -1.40029 0.57173 4.30833 -1.4 0.8 3.3
H 0.59677 5.88090 -0.46277 -0.3 0.1 0.1
H -2.72999 -0.57184 5.94520 -0.1 -0.3 0.2
H 1.56019 -0.30976 -0.44113 0.1 -1.1 -3.5
H -1.23086 7.12864 -1.65903 0.1 0.1 0.2
H 0.50542 -4.49706 3.42634 0.1 -0.1 0.1
H -0.06528 -0.66135 0.54162 0.4 1.2 2.7
H 0.82304 1.52828 -3.51969 1.2 -0.4 0.4
H 0.69025 -3.08270 6.88828 -0.5 -0.3 0.3
H 2.45160 -0.68021 3.32427 1.1 -1.1 -0.9
H -4.38015 1.34769 -4.35716 -0.2 0.1 -0.1
H -0.25917 -5.98959 -1.25777 0.2 0.0 -0.5
H -1.60357 2.22257 -1.20132 1.0 3.3 -2.1
H -3.00126 6.03015 -2.64621 -0.5 -0.4 -0.3
H -1.05807 -4.16499 -2.77495 -0.1 0.1 0.1
H 1.03823 -2.48711 -0.28485 0.4 0.1 0.5
H 1.69785 -2.65625 4.62342 0.7 -2.0 -2.4
H -4.30208 -0.50378 -2.68866 -0.1 0.1 0.0
H -2.93517 -3.95995 -1.38531 -0.1 -0.3 0.1
H 1.18409 -4.87276 -1.44130 -0.2 -0.2 -1.0
H 0.69890 -0.51810 -1.90648 4.5 -2.3 -1.4
H 0.29489 -4.86278 -0.06963 -0.6 -0.1 -1.0
H -2.20038 -0.90604 -1.55230 -1.4 1.9 -1.1
H -3.32569 3.53410 -2.49684 0.1 -0.2 0.2
H 0.52689 2.18868 -1.90069 1.5 1.0 -1.4
H -0.47767 2.53771 -3.51543 -0.3 -0.6 -0.2
H -1.97464 -4.29253 0.04926 0.0 0.5 0.4
H -2.25748 2.69848 -4.91354 -0.7 0.2 0.1
H 0.09648 -4.40058 1.21918 0.2 0.6 -0.3
H -1.71777 -2.49738 7.24155 -0.3 -0.1 -0.1
H 1.89025 2.81150 -2.94578 -0.2 0.2 -0.2
H 2.92526 1.46023 -1.21744 0.0 -0.3 -0.6
```
Positions in Å, forces in eV/Å.

The spin multiplicity is 1. For the orbital gap, the calculation gives 0.2725 hartree. For the energy relative to the best compared isomer or geometry (same formula, charge and spin), the calculation gives 3533.01 kJ/mol. As for the total energy: -479178.7916 eV. For the strongest force on any atom, the calculation gives 19.81 eV/A. The calculation puts the HOMO energy at -7.50 eV.

# C30H35N6SeSi2Tl

C30H35N6SeSi2Tl as an isolated structure (ωB97M-V/def2-TZVPD, the OMol25 dataset).

Structure (XYZ):
```
75
Properties=species:S:1:pos:R:3:forces:R:3
Tl -0.33012 -0.88587 0.25605 -0.1 0.5 0.2
Se -4.56056 -3.60701 1.03108 0.2 0.1 0.0
Si -0.52628 2.04335 -1.59922 0.1 0.0 -0.1
Si 2.35950 0.55299 -1.28713 -0.1 0.1 -0.1
N -1.98685 -2.28475 0.49336 -0.1 -0.1 0.0
N 1.99904 -1.77443 2.41315 -0.1 -0.1 -0.2
N 0.96609 -2.92098 0.59117 0.0 0.0 0.0
N 1.07944 -0.93805 2.21673 0.1 0.0 0.2
N -1.21386 0.40901 1.98880 -0.1 -0.1 -0.1
N -0.53001 -1.63194 -2.22215 0.0 -0.2 -0.1
C -3.01292 -2.79871 0.71677 -0.2 -0.1 0.0
C -0.67124 3.01256 -0.01813 0.0 0.0 0.1
C -2.23430 1.65322 -2.27829 -0.1 0.0 0.0
C 1.88516 -2.89769 1.54991 0.1 0.1 0.1
C 0.46131 0.41650 -1.41503 0.1 -0.3 -0.2
C 0.59880 2.51953 4.39037 0.1 0.0 0.1
C -0.93228 -2.49903 -3.15196 0.0 0.1 0.0
C -0.39656 2.10863 3.56107 -0.1 -0.1 -0.1
C 2.63364 -5.07827 0.96443 0.0 -0.1 0.0
C 0.26961 3.22674 -2.82137 0.0 0.1 0.0
C 0.10027 -0.50231 -2.56054 0.0 0.1 0.1
C -5.33743 1.23892 2.22858 0.0 0.0 0.0
C 2.88692 1.38736 0.29317 0.0 0.0 0.1
C -4.74085 0.89599 1.02403 0.0 0.0 0.0
C 1.79575 1.77233 4.57333 -0.1 0.1 0.0
C 0.34224 -0.22420 -3.91156 0.0 0.0 0.1
C 0.84037 -4.00503 -0.17127 0.0 0.0 0.0
C -0.71681 -2.29454 -4.49920 0.0 0.0 0.0
C -4.54973 1.30706 3.36913 0.0 0.0 0.0
C -3.18832 1.05585 3.31101 -0.1 -0.1 0.1
C -2.57346 0.73932 2.09550 0.1 0.0 0.0
C -0.06444 -1.12702 -4.87473 0.0 0.0 0.0
C 2.75250 -3.96146 1.76636 0.0 0.0 0.0
C 1.65358 -5.11140 -0.02247 0.0 0.0 0.0
C -0.28358 0.89040 2.80700 0.1 0.2 0.2
C -3.38062 0.64748 0.96262 0.0 0.0 -0.1
C 1.96335 0.62517 3.86702 0.0 0.0 0.0
C 0.95919 0.18651 2.96956 0.0 -0.1 -0.1
C 3.14626 1.51631 -2.69300 0.0 0.1 0.0
C 3.13102 -1.14386 -1.40479 0.0 -0.1 0.0
H 3.29260 -5.92418 1.11005 0.0 0.0 0.0
H 4.22794 1.37602 -2.61290 0.0 0.0 0.0
H 2.78466 0.74305 1.16582 0.0 0.0 0.0
H 3.94122 1.66257 0.20878 0.0 0.0 0.0
H -2.94491 0.34403 0.01997 0.0 0.0 0.0
H 0.11779 -0.91577 -5.92085 0.0 0.0 0.0
H -1.25954 2.48860 0.73166 0.0 0.0 0.0
H 0.29641 3.26845 0.41657 0.0 0.0 0.0
H 1.51960 -5.97170 -0.66146 0.0 0.0 0.0
H 2.86424 0.03181 3.94828 0.0 0.0 0.0
H -5.33777 0.80039 0.12615 0.0 0.0 0.0
H 2.85502 1.16541 -3.68223 0.0 0.0 0.0
H 2.90928 -1.77536 -0.54905 0.0 -0.1 0.1
H -2.33642 0.62578 -2.63259 0.0 0.0 0.0
H 0.83111 0.69218 -4.19925 0.0 0.0 0.0
H 4.21732 -1.04191 -1.46466 0.0 0.0 0.0
H -6.40154 1.42340 2.28207 0.0 0.0 0.0
H -3.00500 1.82682 -1.52738 0.0 0.0 0.0
H -2.60788 1.07021 4.22398 0.0 0.0 0.0
H 3.48273 -3.88563 2.55925 0.0 0.0 0.0
H 0.05754 -3.96874 -0.91721 0.0 0.0 0.0
H 2.32115 2.30062 0.48720 0.0 0.0 0.0
H -1.18701 3.94810 -0.25298 0.0 0.0 0.0
H 2.56160 2.12833 5.24753 0.0 0.0 0.0
H -1.28273 2.71424 3.43329 0.0 0.0 0.0
H -0.44873 4.03454 -2.98970 0.0 0.0 0.0
H -1.05873 -3.01490 -5.22824 0.0 0.0 0.0
H 1.17735 3.68316 -2.42693 0.0 0.0 0.0
H -1.46314 -3.37086 -2.78574 0.0 0.0 0.0
H -5.00053 1.54095 4.32532 0.0 0.0 0.0
H 2.95339 2.58606 -2.63818 0.0 0.0 0.0
H -2.44706 2.31060 -3.12404 0.0 0.0 0.0
H 0.49723 2.79263 -3.79441 0.0 0.0 0.0
H 0.48212 3.45870 4.91785 0.0 0.0 0.0
H 2.79690 -1.66627 -2.30531 0.0 0.0 0.0
```
Positions in Å, forces in eV/Å.

The spin multiplicity is 1. For the orbital gap, the calculation gives 0.2139 hartree. For the energy relative to the best compared isomer or geometry (same formula, charge and spin), the calculation gives 3.43 kJ/mol. As for the total energy: -126414.4649 eV. For the strongest force on any atom, the calculation gives 0.53 eV/A. The calculation puts the HOMO energy at -7.14 eV.

> The lowest strongest force on any atom belongs to which entry?

C30H35N6SeSi2Tl